# 1
Here is a single C11H14N2O3S molecule from the OMol25 dataset. Energies are from ωB97M-V/def2-TZVPD.

Output
total charge = 0
energy above the lowest of the compared OMol25 structures with the same formula, charge and spin = 1059.7 kJ/mol
SMILES = CCCCc1nc2ccc(S(=O)(=O)O)cc2[nH]1
LUMO level = -0.20 eV

Element x y z (Å)
C -4.17 -0.66 2.96
C -4.19 -1.35 1.56
C -2.78 -1.24 1.00
C -2.30 0.36 0.46
C -0.97 0.57 -0.23
N -0.79 0.43 -1.42
C 0.60 0.44 -1.63
C 1.22 0.66 -2.81
C 2.77 0.57 -2.51
C 3.39 0.29 -1.42
S 5.04 0.46 -1.42
O 5.42 -0.26 -0.01
O 5.60 -0.06 -2.53
O 5.39 1.88 -1.38
C 2.49 0.19 -0.45
C 1.20 0.34 -0.26
N 0.19 0.11 0.51
H -5.04 -0.82 3.32
H -3.41 -1.10 3.55
H -3.96 0.27 2.99
H -4.35 -2.36 1.40
H -4.76 -0.93 1.03
H -2.69 -1.77 -0.07
H -1.98 -1.70 1.36
H -2.22 0.61 1.56
H -3.14 0.67 -0.07
H 0.84 0.97 -3.65
H 3.33 0.71 -3.43
H 5.95 2.31 -0.45
H 3.01 0.19 0.54
H 0.33 0.22 1.53


# 2
Here is a single C11H14N4O3S molecule from the OMol25 dataset. Energies are from ωB97M-V/def2-TZVPD.

Output
total charge = 0
energy above the lowest of the compared OMol25 structures with the same formula, charge and spin = 35.8 kJ/mol
SMILES = CC(C)OC(=O)CSc1nnc(-c2ccco2)n1N
LUMO level = 0.42 eV

Element x y z (Å)
C -2.05 -1.39 -2.05
C -3.11 -0.66 -1.23
C -4.52 -1.08 -1.60
O -2.89 -1.00 0.16
C -2.44 -0.05 0.97
O -2.33 1.12 0.71
C -2.13 -0.65 2.33
S -0.67 0.16 3.02
C 0.34 0.01 1.62
N 0.08 -0.66 0.54
N 1.10 -0.50 -0.30
C 2.01 0.26 0.27
C 3.26 0.66 -0.29
C 4.28 1.42 0.24
C 5.27 1.49 -0.76
C 4.78 0.78 -1.82
O 3.57 0.28 -1.54
N 1.56 0.62 1.53
N 2.20 1.42 2.46
H -2.12 -1.09 -3.09
H -2.20 -2.46 -1.98
H -1.06 -1.15 -1.68
H -2.99 0.42 -1.33
H -4.71 -0.85 -2.64
H -4.65 -2.15 -1.44
H -5.25 -0.55 -0.99
H -1.95 -1.72 2.25
H -2.95 -0.45 3.03
H 4.30 1.86 1.22
H 6.21 2.00 -0.70
H 5.19 0.57 -2.78
H 1.76 2.34 2.49
H 2.11 1.00 3.38


# 3
Here is 2 unconnected molecules or ions with the total composition C11H14NO7S from the OMol25 dataset. Energies are from ωB97M-V/def2-TZVPD.

Output
total charge = -1
energy above the lowest of the compared OMol25 structures with the same formula, charge and spin = 154.4 kJ/mol
LUMO level = 0.57 eV

Element x y z (Å)
O -3.04 -1.33 -0.35
S -3.34 -2.51 -1.10
O -4.19 -2.47 -2.25
C -1.79 -3.30 -1.55
C -0.51 -2.50 -1.28
C -0.38 -1.34 -2.31
O 0.49 -0.33 -1.94
C 0.03 0.24 -0.70
C 0.35 -0.75 0.38
N -0.38 -2.06 0.16
H -3.87 -3.43 -0.25
H -1.86 -3.49 -2.62
H -1.77 -4.26 -1.01
H 0.30 -3.20 -1.45
H -1.38 -0.95 -2.54
H 0.00 -1.80 -3.22
H -1.04 0.41 -0.79
H 0.52 1.18 -0.48
H 1.41 -0.99 0.33
H 0.17 -0.34 1.39
H 0.19 -2.76 0.64
H -1.27 -2.03 0.65
C 0.36 3.27 1.48
C 0.85 2.13 2.09
C 2.37 2.01 2.36
O 2.78 0.98 2.93
C 3.20 3.05 1.89
C 2.73 4.23 1.26
C 1.18 4.37 1.08
O 0.73 5.40 0.58
O 3.45 5.15 0.84
O 0.14 1.13 2.42
H -0.70 3.36 1.28
H 4.27 2.93 2.04


# 4
Here is a gas-phase ion, C11H14NS2 (charge +1) from the OMol25 dataset. Energies are from ωB97M-V/def2-TZVPD.

Output
total charge = +1
energy above the lowest of the compared OMol25 structures with the same formula, charge and spin = 82.1 kJ/mol
LUMO level = -4.29 eV

Element x y z (Å)
C 2.11 -2.01 2.80
C 2.42 -1.73 1.43
C 1.07 -1.32 3.39
C 1.59 -0.88 0.69
C 0.37 -0.42 2.64
C 0.52 -0.24 1.25
C -0.30 0.71 0.42
C -1.61 0.59 0.12
C -1.64 1.78 -2.29
C -2.37 -0.70 0.26
C -0.02 0.93 -3.87
N -0.50 1.16 -2.53
S -2.40 1.95 -0.77
S 0.66 2.23 0.00
H 2.75 -2.63 3.35
H 3.21 -2.12 0.86
H 0.83 -1.53 4.53
H 1.75 -0.80 -0.39
H -0.43 0.08 3.21
H -2.00 2.47 -3.10
H -1.67 -1.46 0.42
H -3.12 -0.96 -0.45
H -2.95 -0.56 1.27
H 0.95 1.32 -3.84
H 0.04 -0.22 -4.19
H -0.68 1.51 -4.61
H 0.04 0.60 -1.86
H 1.37 2.25 1.22


# 5
Here is 2 unconnected molecules or ions with the total composition C11H15BrNO2 from the OMol25 dataset. Energies are from ωB97M-V/def2-TZVPD.

Output
total charge = +1
energy above the lowest of the compared OMol25 structures with the same formula, charge and spin = 444.0 kJ/mol
LUMO level (alpha / beta) = -5.93 / -5.93 eV

Element x y z (Å)
C 2.19 -1.32 -3.39
C 1.11 -1.91 -2.77
C 2.94 -0.52 -2.51
C 0.70 -1.61 -1.46
C 2.46 -0.09 -1.28
C 1.28 -0.55 -0.74
C -1.37 0.19 0.08
C -2.60 1.11 0.24
C -1.95 1.52 2.48
C -0.58 1.19 2.05
C 0.91 -0.16 0.64
N -0.20 0.83 0.68
O -3.00 1.03 1.61
O -0.90 -1.18 2.47
Br 0.84 1.64 3.23
H 2.61 -1.84 -4.20
H 0.40 -2.54 -3.28
H 3.88 -0.02 -2.77
H -0.08 -2.27 -1.20
H 2.97 0.57 -0.63
H -1.51 -0.74 0.53
H -1.13 0.03 -1.01
H -2.51 2.08 -0.17
H -3.49 0.78 -0.40
H -2.30 1.10 3.59
H -1.86 2.64 2.65
H 0.55 -1.02 1.09
H 1.83 0.24 1.08
H 0.22 1.59 0.21
H -1.43 -0.79 3.19


# 6
Here is a molecular structure, C11H15F2N3O9S2 from the OMol25 dataset. Energies are from ωB97M-V/def2-TZVPD.

Output
total charge = 0
energy above the lowest of the compared OMol25 structures with the same formula, charge and spin = 32.6 kJ/mol
LUMO level = -3.26 eV

Element x y z (Å)
N 0.83 -5.67 -0.41
C 0.04 -4.51 0.01
C -1.17 -4.32 -0.91
O -0.91 -4.60 -2.26
C -1.85 -2.94 -0.74
C -0.91 -1.80 -0.91
C -0.44 -1.40 -2.15
C 0.48 -0.36 -2.23
C 0.97 0.00 -3.59
O 1.27 -0.87 -4.34
O 1.13 1.31 -3.86
C 0.92 0.27 -1.08
C 0.43 -0.14 0.15
C 0.84 0.47 1.45
C -0.31 1.26 2.07
O -0.55 1.21 3.21
O -0.96 2.06 1.17
N -0.46 -1.15 0.19
H 1.52 -5.83 0.32
H 1.39 -5.40 -1.21
H -0.34 -4.69 1.01
H 0.67 -3.61 0.06
H -1.91 -5.05 -0.61
H -0.13 -4.12 -2.57
H -2.38 -2.90 0.22
H -2.60 -2.86 -1.51
H -0.76 -1.90 -3.05
H 0.29 1.72 -4.09
H 1.63 1.08 -1.13
H 1.69 1.11 1.27
H 1.16 -0.32 2.11
H -1.63 1.53 0.72
H -0.82 -1.46 1.09
N -0.36 5.82 1.86
S 0.07 4.97 3.13
O -0.03 5.65 4.38
O 1.17 4.08 2.93
F -1.18 3.98 3.16
S 0.61 7.01 1.49
O 0.00 7.89 0.55
O 1.97 6.64 1.28
F 0.64 7.87 2.82


# 7
Here is 4 unconnected molecules or ions with the total composition C11H15F3NO12P from the OMol25 dataset. Energies are from ωB97M-V/def2-TZVPD.

Output
total charge = 0
SMILES = O=C1OC[C@@H](F)O1.O=C1OC[C@@H](F)O1.O=C1OC[C@@H](F)O1.N=[PH2]C(=O)OCO
LUMO level = 0.08 eV

Element x y z (Å)
O 4.24 -5.49 -1.93
C 3.68 -4.87 -1.09
O 2.41 -4.42 -1.18
C 2.05 -3.85 0.09
C 3.40 -3.52 0.68
F 3.43 -3.64 2.03
O 4.24 -4.50 0.10
H 1.53 -4.60 0.69
H 1.41 -2.98 -0.04
H 3.78 -2.53 0.41
O -6.46 -1.99 2.34
C -5.54 -2.21 1.63
O -5.46 -3.23 0.74
C -4.26 -3.08 -0.02
C -3.41 -2.24 0.91
F -2.59 -1.40 0.23
O -4.38 -1.49 1.61
H -4.48 -2.55 -0.94
H -3.83 -4.05 -0.25
H -2.82 -2.81 1.62
O 1.83 4.03 -0.60
C 1.53 4.67 -1.56
O 2.37 5.48 -2.24
C 1.69 5.94 -3.41
C 0.24 5.77 -3.02
F -0.55 5.44 -4.07
O 0.30 4.67 -2.12
H 1.94 5.30 -4.26
H 1.96 6.96 -3.64
H -0.20 6.63 -2.51
N -1.92 1.65 -0.07
P -0.38 1.76 0.22
C 0.23 0.07 0.72
O 0.32 -0.74 -0.16
O 0.46 -0.31 2.01
C 1.14 0.60 2.87
O 1.05 0.12 4.17
H -2.24 0.70 0.10
H 0.32 2.14 -0.92
H -0.15 2.71 1.22
H 0.71 1.59 2.81
H 2.20 0.63 2.60
H 0.21 -0.33 4.23


# 8
Here is 2 unconnected molecules or ions with the total composition C11H15N from the OMol25 dataset. Energies are from ωB97M-V/def2-TZVPD.

Output
total charge = -1
2S+1 = 2
energy above the lowest of the compared OMol25 structures with the same formula, charge and spin = 185.6 kJ/mol
expectation value of S² = 0.773
LUMO level (alpha / beta) = 3.33 / 3.22 eV

Element x y z (Å)
C -2.89 -3.63 -0.25
C -2.03 -3.72 0.98
H -4.02 -3.56 -0.18
H -2.66 -2.83 -0.94
H -3.12 -4.61 -0.69
H -2.24 -3.10 1.86
H -1.01 -3.41 0.71
H -1.97 -4.64 1.55
C -0.58 0.77 1.86
C -0.71 0.45 -0.72
C -0.19 0.99 0.44
C 1.30 1.37 -1.34
C 1.06 1.60 0.08
C 2.43 1.96 -1.93
C 1.90 2.56 0.71
C 3.33 2.77 -1.27
C 3.15 2.90 0.12
N 0.12 0.82 -1.81
H -1.63 -0.08 -0.95
H 0.05 0.34 -2.69
H -0.77 -0.34 2.02
H -1.62 1.09 2.08
H 2.65 1.54 -2.92
H 1.49 3.04 1.60
H 4.24 3.07 -1.76
H 3.72 3.56 0.76
H 0.02 1.08 2.70


# 9
Here is 2 unconnected molecules or ions with the total composition C11H15N from the OMol25 dataset. Energies are from ωB97M-V/def2-TZVPD.

Output
total charge = -1
2S+1 = 2
energy above the lowest of the compared OMol25 structures with the same formula, charge and spin = 236.5 kJ/mol
expectation value of S² = 0.774
LUMO level (alpha / beta) = 3.71 / 3.69 eV

Element x y z (Å)
C -1.66 2.09 -2.66
C -1.05 0.72 -0.51
C -1.17 1.93 -1.23
C -0.54 0.97 0.88
C -0.77 2.95 -0.33
C -0.88 -1.61 -0.05
C -0.41 -1.31 1.20
C -1.03 -0.57 -0.96
C -0.23 0.01 1.81
N -0.37 2.38 0.89
H -1.21 -2.57 -0.36
H -0.31 -2.26 1.79
H -1.61 -0.58 -1.95
H -0.13 0.40 2.89
H -2.02 1.06 -2.85
H -0.81 2.39 -3.24
H -0.86 4.04 -0.44
H -0.56 2.88 1.68
H -2.57 2.67 -2.77
C 3.13 -3.60 0.00
C 3.45 -2.57 1.14
H 2.20 -3.53 -0.67
H 3.97 -3.69 -0.63
H 3.06 -4.70 0.41
H 4.53 -2.50 1.13
H 2.79 -2.87 2.10
H 3.13 -1.45 1.01


# 10
Here is 2 unconnected molecules or ions with the total composition C11H15N from the OMol25 dataset. Energies are from ωB97M-V/def2-TZVPD.

Output
total charge = 0
energy above the lowest of the compared OMol25 structures with the same formula, charge and spin = 126.0 kJ/mol
SMILES = Cc1c[nH]c2ccccc12.CC
LUMO level = 0.98 eV

Element x y z (Å)
C -1.20 0.66 2.40
C 0.11 0.12 1.94
C 1.30 0.34 2.57
N 2.34 -0.34 1.84
C 1.76 -0.93 0.69
C 2.32 -1.71 -0.33
C 1.43 -2.26 -1.22
C 0.07 -1.86 -1.29
C -0.44 -1.07 -0.30
C 0.39 -0.57 0.72
H -1.20 1.78 2.33
H -1.37 0.35 3.44
H -2.07 0.23 1.89
H 1.46 0.96 3.45
H 3.30 -0.34 2.04
H 3.40 -1.97 -0.48
H 1.88 -3.03 -1.86
H -0.63 -2.20 -2.00
H -1.54 -0.83 -0.38
C -0.71 1.86 -1.90
C -2.18 1.37 -2.00
H -0.05 0.90 -1.62
H -0.18 2.34 -2.85
H -0.53 2.48 -1.02
H -2.64 2.16 -2.53
H -2.73 1.18 -0.99
H -2.28 0.39 -2.56


# 11
Here is 2 unconnected molecules or ions with the total composition C11H15N from the OMol25 dataset. Energies are from ωB97M-V/def2-TZVPD.

Output
total charge = 0
energy above the lowest of the compared OMol25 structures with the same formula, charge and spin = 226.1 kJ/mol
SMILES = Cc1c[nH]c2ccccc12.CC
LUMO level = 1.01 eV

Element x y z (Å)
C 0.78 3.41 -1.89
C 0.09 2.94 -0.69
C -0.64 3.74 0.22
N -0.94 2.83 1.30
C -0.32 1.59 1.15
C -0.12 0.55 2.10
C 0.45 -0.57 1.56
C 1.16 -0.66 0.32
C 1.13 0.46 -0.47
C 0.31 1.58 -0.06
H 1.72 3.93 -1.61
H 0.19 4.13 -2.42
H 0.80 2.56 -2.61
H -1.00 4.76 0.13
H -1.82 3.05 1.79
H -0.39 0.77 3.10
H 0.55 -1.28 2.27
H 1.85 -1.40 0.01
H 1.53 0.36 -1.42
C -1.25 -4.17 0.15
C -0.07 -4.01 -0.85
H -1.17 -4.83 0.91
H -1.48 -3.24 0.72
H -2.00 -4.41 -0.55
H 0.60 -3.23 -0.35
H -0.45 -3.84 -1.80
H 0.46 -5.02 -1.03


# 12
Here is 2 unconnected molecules or ions with the total composition C11H15N from the OMol25 dataset. Energies are from ωB97M-V/def2-TZVPD.

Output
total charge = 0
energy above the lowest of the compared OMol25 structures with the same formula, charge and spin = 76.9 kJ/mol
SMILES = Cc1c[nH]c2ccccc12.CC
LUMO level = 0.91 eV

Element x y z (Å)
C -2.46 1.66 1.01
C -1.00 1.44 1.13
C -0.30 1.71 2.30
N 1.05 1.57 2.10
C 1.28 1.12 0.83
C 2.40 0.72 0.09
C 2.30 0.47 -1.25
C 1.05 0.63 -1.90
C -0.11 0.85 -1.18
C 0.01 1.06 0.21
H -2.96 1.63 1.98
H -2.89 0.88 0.37
H -2.74 2.63 0.61
H -0.81 1.96 3.22
H 1.61 1.52 2.93
H 3.38 0.62 0.54
H 3.18 0.28 -1.85
H 0.87 0.55 -2.97
H -1.02 0.92 -1.76
C -0.92 -2.55 -0.35
C 0.22 -3.02 -1.28
H -0.49 -2.18 0.58
H -1.65 -1.92 -0.86
H -1.56 -3.38 -0.01
H -0.26 -3.61 -2.06
H 1.08 -3.39 -0.72
H 0.73 -2.15 -1.71


# 13
Here is 2 unconnected molecules or ions with the total composition C11H15N from the OMol25 dataset. Energies are from ωB97M-V/def2-TZVPD.

Output
total charge = 0
energy above the lowest of the compared OMol25 structures with the same formula, charge and spin = 175.1 kJ/mol
SMILES = Cc1c[nH]c2ccccc12.CC
LUMO level = 0.93 eV

Element x y z (Å)
C 1.44 -2.54 -0.77
C 0.77 -1.46 -1.53
C 0.38 -1.44 -2.87
N 0.02 -0.14 -3.20
C 0.29 0.68 -2.12
C 0.31 2.06 -2.14
C 0.78 2.64 -0.98
C 1.27 1.93 0.15
C 1.13 0.55 0.10
C 0.77 -0.10 -1.07
H 2.43 -2.76 -1.20
H 0.97 -3.49 -0.49
H 1.75 -2.04 0.18
H 0.12 -2.36 -3.39
H -0.45 0.20 -4.02
H 0.05 2.76 -2.95
H 0.65 3.74 -0.92
H 1.52 2.50 1.02
H 0.89 -0.02 0.99
C -1.42 -0.63 3.45
C -2.40 0.40 2.84
H -1.96 -1.57 3.65
H -0.54 -0.57 2.83
H -1.13 -0.55 4.49
H -2.93 0.07 1.98
H -3.05 0.95 3.50
H -1.66 1.19 2.46


# 14
Here is 2 unconnected molecules or ions with the total composition C11H15N from the OMol25 dataset. Energies are from ωB97M-V/def2-TZVPD.

Output
total charge = +1
2S+1 = 2
energy above the lowest of the compared OMol25 structures with the same formula, charge and spin = 254.1 kJ/mol
expectation value of S² = 0.777
LUMO level (alpha / beta) = -3.78 / -7.25 eV

Element x y z (Å)
C -2.27 -0.66 0.00
C -2.28 -0.41 -1.46
H -2.05 -1.76 0.33
H -1.59 -0.13 0.60
H -3.18 -0.26 0.47
H -2.80 -1.28 -1.99
H -1.20 -0.60 -1.70
H -2.75 0.61 -1.57
C 1.73 -2.10 1.72
C 0.29 1.23 0.43
C 0.83 -0.08 0.09
C 1.19 -0.64 1.41
C 0.83 0.25 2.38
C 0.18 2.24 -0.54
C 0.45 1.87 -1.84
C 1.30 -0.35 -1.16
C 0.92 0.63 -2.23
N 0.32 1.40 1.81
H -0.27 2.12 2.25
H -0.13 3.19 -0.45
H 0.86 0.28 3.45
H 0.66 2.71 -2.55
H 1.99 -1.16 -1.39
H 1.35 -2.58 2.56
H 2.77 -2.28 1.93
H 1.29 0.39 -3.18
H 1.54 -2.63 0.67


# 15
Here is 2 unconnected molecules or ions with the total composition C11H15N from the OMol25 dataset. Energies are from ωB97M-V/def2-TZVPD.

Output
total charge = +1
2S+1 = 2
energy above the lowest of the compared OMol25 structures with the same formula, charge and spin = 292.8 kJ/mol
expectation value of S² = 0.781
LUMO level (alpha / beta) = -3.71 / -7.55 eV

Element x y z (Å)
C 4.24 -0.32 -2.10
C 5.05 0.62 -1.13
H 3.19 0.15 -2.34
H 4.88 -0.48 -2.91
H 4.03 -1.42 -1.76
H 5.42 1.48 -1.50
H 5.72 -0.02 -0.58
H 4.33 1.07 -0.40
C -0.44 -2.32 -1.25
C 0.06 0.20 -1.30
C -0.46 -0.91 -0.70
C -1.13 0.99 0.40
C -1.20 -0.43 0.51
C -1.92 1.75 1.30
C -1.81 -1.23 1.43
C -2.44 1.02 2.35
C -2.34 -0.41 2.45
N -0.38 1.37 -0.61
H 0.93 0.39 -1.96
H -0.74 2.06 -1.27
H -1.43 -2.31 -1.76
H -0.13 -3.08 -0.45
H -1.89 2.73 1.32
H -1.86 -2.27 1.51
H -3.10 1.58 3.13
H -2.64 -0.78 3.49
H 0.34 -2.47 -1.98


# 16
Here is 2 unconnected molecules or ions with the total composition C11H15N from the OMol25 dataset. Energies are from ωB97M-V/def2-TZVPD.

Output
total charge = +1
2S+1 = 2
energy above the lowest of the compared OMol25 structures with the same formula, charge and spin = 272.6 kJ/mol
expectation value of S² = 0.780
LUMO level (alpha / beta) = -3.91 / -7.08 eV

Element x y z (Å)
C -0.62 1.89 4.52
C -1.41 1.21 3.43
H 0.24 2.42 4.03
H -1.07 2.73 5.11
H -0.28 1.20 5.40
H -2.46 1.05 3.58
H -0.88 0.36 3.18
H -1.18 1.94 2.63
C -0.86 1.75 -2.23
C 0.51 -1.69 -2.18
C -0.01 -0.57 -1.39
C -0.37 0.34 -2.43
C 0.31 -0.02 -3.66
C 1.55 -2.72 -0.26
C 1.21 -2.86 -1.61
C 1.01 -1.57 0.50
C 0.14 -0.65 0.05
N 0.72 -1.38 -3.52
H 2.13 -3.38 0.38
H 1.52 -3.71 -2.18
H 1.32 -1.64 1.54
H -0.37 -0.06 0.72
H 1.04 -1.84 -4.29
H 0.37 0.53 -4.53
H -0.61 2.38 -3.10
H -0.11 2.39 -1.75
H -1.84 1.90 -1.94


In order of appearance, electronic energy = -1160.61350, -1270.45391, -1407.06944, -1278.37070, -3206.92437, -2265.63038, -2026.71065, -482.79938, -482.78001, -482.86717, -482.82907, -482.88588, -482.84847, -482.53967, -482.52493, -482.53263 Eh.